C44H51N8O3S4SiSr as an isolated structure in a non-equilibrium geometry, computed with the ωB97M-V functional and the def2-TZVPD basis.

XYZ file:
```
112
Properties=species:S:1:pos:R:3:lowdin_charge:R:1
Sr 0.47 0.90 -0.71 1.40
C -2.45 1.51 4.83 -0.07
N -1.69 0.55 4.04 -0.16
C -2.08 -0.85 4.16 -0.07
C -0.94 0.92 2.95 -0.45
N -0.67 0.20 1.94 0.13
N -0.39 2.22 3.11 0.13
C 0.26 2.93 2.11 -0.51
N 1.10 3.92 2.57 0.16
N 0.08 2.66 0.88 -0.01
H -2.02 1.67 5.82 0.08
H -3.47 1.13 4.96 0.09
H -2.52 2.46 4.31 0.08
H -2.42 -1.02 5.18 0.09
H -1.23 -1.49 3.97 0.09
H -2.88 -1.13 3.47 0.02
H -1.23 -0.64 1.90 0.01
H -0.11 2.44 4.05 0.13
H 0.86 4.40 3.43 0.09
H 1.47 4.50 1.83 0.08
H 0.62 3.32 0.31 0.03
C 1.91 -1.39 -1.11 -0.37
Si 3.63 -1.35 -0.67 0.51
C 3.93 -0.86 1.13 -0.23
N 3.22 0.36 1.59 -0.18
C 3.80 1.59 1.06 -0.20
C 5.20 1.91 1.61 -0.16
C 5.33 1.44 3.06 -0.20
C 3.96 1.46 3.73 -0.19
C 3.04 0.43 3.05 -0.19
C 4.65 -0.20 -1.76 -0.25
C 6.00 0.09 -1.48 -0.13
C 6.74 0.94 -2.29 -0.10
C 6.16 1.53 -3.41 -0.11
C 4.83 1.25 -3.71 -0.09
C 4.09 0.40 -2.90 -0.09
C 4.57 -3.01 -0.75 -0.22
C 5.67 -3.26 -1.59 -0.10
C 6.31 -4.50 -1.60 -0.11
C 5.87 -5.52 -0.77 -0.12
C 4.77 -5.30 0.06 -0.11
C 4.14 -4.06 0.06 -0.11
H 1.36 -2.07 -0.45 -0.04
H 1.81 -1.78 -2.14 -0.03
H 5.02 -0.79 1.31 0.08
H 3.58 -1.70 1.73 0.08
H 3.12 2.42 1.30 0.10
H 3.83 1.53 -0.03 0.09
H 5.35 3.00 1.55 0.11
H 5.97 1.46 0.98 0.09
H 6.05 2.05 3.60 0.10
H 5.72 0.41 3.08 0.10
H 3.54 2.46 3.65 0.09
H 4.04 1.22 4.80 0.10
H 2.00 0.66 3.28 0.09
H 3.25 -0.55 3.46 0.11
H 6.47 -0.37 -0.62 0.10
H 7.78 1.15 -2.05 0.09
H 6.73 2.20 -4.04 0.09
H 4.37 1.71 -4.58 0.10
H 3.05 0.21 -3.13 0.09
H 6.03 -2.48 -2.25 0.09
H 7.16 -4.67 -2.25 0.09
H 6.36 -6.48 -0.77 0.09
H 4.41 -6.10 0.71 0.09
H 3.27 -3.92 0.70 0.10
O 1.99 4.50 -0.35 -0.09
C 2.34 3.76 -1.29 -0.53
O 1.90 2.59 -1.53 -0.27
H 3.09 4.15 -1.99 0.12
O -1.51 0.89 -1.73 -0.73
S -2.38 1.43 -0.60 0.94
C -4.03 1.42 -1.31 -0.40
C -5.14 1.67 -0.50 -0.11
C -6.40 1.63 -1.07 -0.07
C -6.55 1.32 -2.43 -0.08
C -5.43 1.06 -3.20 -0.07
C -4.16 1.10 -2.64 -0.07
C -2.25 3.24 -0.77 -0.38
C -2.69 4.04 0.28 -0.09
C -2.56 5.42 0.17 -0.08
C -1.99 5.98 -0.97 -0.08
C -1.55 5.17 -2.00 -0.06
C -1.69 3.78 -1.91 -0.06
H -5.02 1.86 0.55 0.10
H -7.27 1.81 -0.46 0.10
H -7.54 1.26 -2.86 0.10
H -5.54 0.80 -4.25 0.11
H -3.28 0.87 -3.23 0.11
H -3.10 3.59 1.17 0.11
H -2.89 6.05 0.98 0.10
H -1.87 7.06 -1.04 0.10
H -1.09 5.60 -2.88 0.11
H -1.33 3.13 -2.70 0.12
S -3.87 -4.33 -3.93 0.53
C -4.21 -3.66 -2.44 -1.10
S -3.24 -2.41 -1.77 0.96
C -4.20 -2.35 -0.31 -1.13
N -5.18 -3.20 -0.33 0.00
N -5.18 -3.92 -1.54 -0.15
C -6.21 -4.92 -1.62 -0.19
C -6.70 -5.35 -2.84 -0.05
C -7.71 -6.31 -2.87 -0.09
C -8.23 -6.84 -1.70 -0.11
C -7.74 -6.39 -0.48 -0.10
C -6.73 -5.43 -0.44 -0.02
S -3.84 -1.21 0.94 0.48
H -6.31 -4.95 -3.76 0.04
H -8.08 -6.64 -3.83 0.10
H -9.01 -7.59 -1.74 0.09
H -8.13 -6.78 0.44 0.10
H -6.36 -5.07 0.51 0.10
```

Summary:
charge = -1
E_HOMO = -4.45 eV
energy above the lowest of the compared OMol25 structures with the same formula, charge and spin = 0.786 eV
E = -4284.16596 Eh